C5H11FIN3O5S | ωB97M-V/def2-TZVPD

Summary:
Largest force on an atom = 0.036 hartree/bohr
HOMO = -9.596 eV
Lowest unoccupied orbital energy = -0.46 eV
E_tot = -1533.347052 hartree
Frontier orbital gap = 0.33576 Eh

CARTESIAN COORDINATES (ANGSTROEM)
C: -3.781 1.409 -0.937
C: -3.471 0.038 -1.480
O: -4.344 -0.808 -1.560
O: -2.240 -0.246 -1.970
C: -1.142 0.598 -1.579
C: 0.089 -0.148 -2.003
N: 1.361 0.514 -1.679
I: 1.696 0.815 0.332
S: 1.667 1.816 -2.622
O: 1.144 1.608 -3.918
O: 1.465 3.049 -1.958
F: 3.186 1.633 -2.731
H: -4.246 1.993 -1.715
H: -2.952 1.940 -0.499
H: -4.521 1.265 -0.170
H: -1.228 1.553 -2.082
H: -1.180 0.774 -0.513
H: 0.104 -1.126 -1.548
H: 0.040 -0.298 -3.069
C: 2.055 -1.710 3.652
O: 1.489 -0.915 2.918
N: 3.140 -1.364 4.409
N: 1.645 -3.007 3.770
H: 3.618 -2.001 5.016
H: 3.463 -0.418 4.344
H: 0.851 -3.287 3.227
H: 2.091 -3.678 4.365


C5H11GaO4 | ωB97M-V/def2-TZVPD

Summary:
Largest force on an atom = 0.071 hartree/bohr
HOMO = -18.497 eV
Lowest unoccupied orbital energy = -10.83 eV
E_tot = -2422.137165 hartree
Total charge = +2
Frontier orbital gap = 0.28188 Eh

CARTESIAN COORDINATES (ANGSTROEM)
O: -0.869 -2.327 -0.992
C: -1.817 -2.084 -0.018
C: -2.170 -0.596 0.009
O: -0.916 0.079 0.088
C: -0.809 1.488 0.043
C: 0.656 1.778 0.281
O: 1.444 0.977 -0.608
C: 2.630 0.391 -0.137
Ga: 0.475 -0.921 -0.895
H: -2.755 -2.646 -0.182
H: -2.796 -0.334 0.874
H: -2.654 -0.275 -0.928
H: -1.414 1.961 0.829
H: -1.156 1.858 -0.934
H: 0.902 1.481 1.312
H: 0.874 2.841 0.123
H: 3.449 0.520 -0.855
H: 2.913 0.827 0.830
O: 2.296 -1.034 0.096
H: 3.065 -1.614 0.052
H: -1.348 -2.370 1.012


C5H11IN | ωB97M-V/def2-TZVPD

Summary:
Largest force on an atom = 0.120 hartree/bohr
HOMO = -12.846 eV
Lowest unoccupied orbital energy = -4.89 eV
E_tot = -549.206441 hartree
Total charge = +1
Frontier orbital gap = 0.29258 Eh

CARTESIAN COORDINATES (ANGSTROEM)
C: 1.811 -1.479 1.733
C: 2.306 -1.608 0.502
C: -1.896 -1.111 2.005
C: -1.522 0.850 0.084
C: -1.030 -1.363 0.782
N: -0.957 -0.259 -0.222
I: 2.821 0.027 -0.739
H: 1.739 -2.405 2.305
H: 1.650 -0.512 2.082
H: -1.774 -1.890 2.679
H: -1.490 -0.250 2.423
H: -3.005 -0.975 1.844
H: -2.002 0.995 0.931
H: 2.733 -2.461 0.189
H: -1.482 1.684 -0.622
H: -1.329 -2.156 0.107
H: 0.065 -1.580 1.170
H: -0.187 -0.301 -0.961


C5H11IN2O2S | ωB97M-V/def2-TZVPD

Summary:
Largest force on an atom = 0.106 hartree/bohr
HOMO (alpha / beta) = -5.560 / -8.924 eV
Spin multiplicity = 3
Lowest unoccupied orbital energy (alpha / beta) = 0.41 / -3.44 eV
E_tot = -1152.719064 hartree
Frontier orbital gap (alpha / beta) = 0.21938 / 0.20164 Eh

CARTESIAN COORDINATES (ANGSTROEM)
C: 0.885 1.318 -1.928
C: 0.779 -0.233 -1.500
C: -1.008 -2.138 0.226
C: -1.019 -0.483 2.117
C: -1.037 -0.778 0.698
N: 1.528 2.088 -0.926
N: 0.605 -0.061 -0.075
O: -0.377 2.072 0.843
O: 1.807 1.386 1.572
S: 0.859 1.426 0.518
I: -2.651 0.322 -0.270
H: 1.376 1.392 -2.887
H: -0.141 1.587 -1.876
H: 0.042 -0.843 -1.876
H: 1.774 -0.684 -1.469
H: -1.932 -2.680 0.129
H: -0.724 -2.130 -0.769
H: -0.237 -2.548 0.960
H: -1.314 0.655 2.403
H: 0.041 -0.623 2.419
H: -1.816 -1.124 2.586
H: 2.559 2.078 -0.896


C5H11INO | ωB97M-V/def2-TZVPD

Summary:
Largest force on an atom = 0.063 hartree/bohr
SMILES string = C[C@H](C(=O)I)[NH+](C)C
HOMO = -13.830 eV
Lowest unoccupied orbital energy = -3.56 eV
E_tot = -624.503275 hartree
Total charge = +1
Frontier orbital gap = 0.37739 Eh

CARTESIAN COORDINATES (ANGSTROEM)
C: -1.295 -1.392 0.283
C: -0.137 -0.706 -0.500
C: 1.107 -1.700 -0.510
O: 1.846 -1.665 0.433
I: 1.320 -2.859 -2.180
N: 0.400 0.641 0.221
C: 0.625 1.653 -0.830
C: -0.402 1.235 1.311
H: -1.081 -1.959 1.299
H: -1.596 -2.191 -0.340
H: -2.103 -0.736 0.426
H: -0.389 -0.594 -1.633
H: 1.288 0.433 0.600
H: 0.609 2.669 -0.480
H: 1.607 1.461 -1.260
H: -0.104 1.515 -1.742
H: -0.614 0.487 2.076
H: 0.195 1.996 1.951
H: -1.276 1.714 0.874


C5H11IS | ωB97M-V/def2-TZVPD

Summary:
Largest force on an atom = 0.069 hartree/bohr
SMILES string = C=C(C)S.CCI
HOMO = -9.168 eV
Lowest unoccupied orbital energy = 0.60 eV
E_tot = -892.921669 hartree
Frontier orbital gap = 0.35896 Eh

CARTESIAN COORDINATES (ANGSTROEM)
C: -1.301 -2.117 -0.241
C: -1.267 -1.509 -1.392
C: -2.103 -0.316 -1.920
S: -0.037 -1.970 -2.759
H: -0.578 -2.918 0.040
H: -2.090 -1.923 0.478
H: -1.573 0.644 -2.122
H: -2.934 -0.090 -1.263
H: -2.532 -0.690 -2.898
H: -0.201 -3.353 -2.642
C: 1.349 -0.105 2.132
C: 0.116 0.700 1.494
I: -0.058 2.664 2.326
H: 1.560 -0.877 1.423
H: 2.304 0.336 2.426
H: 1.184 -0.488 3.062
H: -0.883 0.198 1.621
H: 0.291 0.920 0.413


C5H11K2N2O11S | ωB97M-V/def2-TZVPD

Summary:
Largest force on an atom = 0.138 hartree/bohr
HOMO = -9.689 eV
Lowest unoccupied orbital energy = -4.12 eV
E_tot = -2731.841487 hartree
Total charge = +1
Frontier orbital gap = 0.20469 Eh

CARTESIAN COORDINATES (ANGSTROEM)
K: 14.606 -6.038 -17.473
K: 20.260 -2.381 -20.311
O: 15.078 -0.068 -17.491
C: 15.472 -1.203 -18.092
O: 14.703 -2.139 -18.100
O: 16.473 -1.157 -18.832
H: 14.384 -0.692 -17.265
C: 12.082 1.363 -19.775
N: 11.738 0.816 -21.154
O: 12.387 -0.207 -21.332
O: 11.038 1.401 -21.930
H: 11.710 0.667 -19.023
H: 11.661 2.368 -19.803
H: 13.170 1.405 -19.734
C: 15.922 3.609 -15.148
N: 15.721 2.443 -14.188
O: 16.742 1.895 -13.695
O: 14.595 2.086 -13.869
H: 16.771 3.520 -15.825
H: 15.783 4.536 -14.591
H: 15.013 3.559 -15.747
C: 8.764 -3.769 -20.565
C: 9.370 -3.113 -19.373
O: 8.833 -1.832 -19.195
S: 7.579 -1.520 -20.249
O: 7.641 -0.123 -20.672
O: 6.349 -1.978 -19.641
O: 8.159 -2.700 -21.277
H: 8.084 -4.520 -20.162
H: 9.517 -4.222 -21.209
H: 10.435 -2.892 -19.434
H: 9.312 -3.623 -18.411


C5H11N | ωB97M-V/def2-TZVPD

Summary:
Largest force on an atom = 0.108 hartree/bohr
HOMO (alpha / beta) = 1.514 / -5.523 eV
Spin multiplicity = 2
Lowest unoccupied orbital energy (alpha / beta) = 3.70 / 3.59 eV
E_tot = -251.719033 hartree
Total charge = -1
Frontier orbital gap (alpha / beta) = 0.08049 / 0.33472 Eh

CARTESIAN COORDINATES (ANGSTROEM)
C: -0.882 -1.913 2.141
N: -0.922 -1.063 1.057
C: 0.037 0.052 0.903
C: 0.936 1.581 -2.606
C: 0.980 0.922 -1.210
C: -0.087 0.689 -0.468
H: -0.023 -2.776 2.340
H: -1.782 -2.561 2.266
H: -1.055 -1.346 3.153
H: -1.244 -1.658 0.303
H: -0.166 0.780 1.728
H: 1.100 -0.151 0.992
H: 0.047 2.120 -2.886
H: 1.367 1.003 -3.518
H: 1.523 2.514 -2.595
H: 1.970 0.566 -1.015
H: -1.187 0.956 -0.718


> Which value of largest force on an atom does entry 3 give?

0.120 hartree/bohr